Run i
{"formula": "C3H3NO3", "method": "the ωB97M-V functional and the def2-TZVPD basis", "lumo_energy_ev": 0.7, "smiles": "O=COc1co[nH]1", "homo_lumo_gap_ev": 9.43, "e_homo_ha": -0.320, "symbols": ["O", "C", "O", "C", "C", "O", "N", "H", "H", "H"], "coordinates": [[-1.7101, -1.3166, 0.0158], [-1.5924, -0.5347, -0.8835], [-0.5165, 0.2676, -1.0730], [0.4284, 0.1926, -0.1016], [0.6890, -0.4306, 1.0461], [1.6743, 0.4793, 1.4181], [1.5303, 1.0559, -0.0379], [-2.3119, -0.3583, -1.6897], [0.5374, -1.4052, 1.4828], [1.2715, 2.0498, -0.1772]], "nbo_charge": [-0.5462, 0.6423, -0.4733, 0.2928, -0.0031, -0.3359, -0.2956, 0.1343, 0.2272, 0.3575]}

Run ii
{"formula": "C3H3NO3", "method": "the ωB97M-V functional and the def2-TZVPD basis", "lumo_energy_ev": [0.1, 0.1], "homo_lumo_gap_ev": [7.74, 7.75], "e_homo_ha": [-0.281, -0.281], "symbols": ["C", "C", "C", "N", "O", "O", "O", "H", "H", "H"], "coordinates": [[-1.9277, -1.0942, -0.1612], [-0.3260, 0.8485, -0.2965], [1.5522, -0.5725, -0.2889], [-1.2356, 0.0261, -0.0358], [-2.6092, 0.1420, 0.0263], [0.9927, 0.6491, -0.2045], [2.8035, -0.4784, 0.0985], [-1.9024, -1.8317, 0.7628], [-0.4070, 1.9345, -0.2698], [3.0594, 0.3767, 0.3692]], "nbo_charge": [-0.0483, 0.3300, 0.4484, -0.0545, -0.3358, -0.5245, -0.6502, 0.1541, 0.2031, 0.4777]}

Run iii
{"formula": "C3H3NO3", "method": "the ωB97M-V functional and the def2-TZVPD basis", "lumo_energy_ev": -0.6, "smiles": "[H]/N=C(\\C=O)OC=O", "homo_lumo_gap_ev": 10.07, "e_homo_ha": -0.392, "symbols": ["H", "N", "C", "C", "O", "O", "C", "O", "H", "H"], "coordinates": [[1.8084, -0.1823, 0.9165], [1.1226, -0.1335, 0.1781], [-0.0826, 0.0647, 0.5199], [-0.5685, 0.2351, 1.9434], [-1.6962, 0.4837, 2.2711], [-0.9815, 0.1223, -0.4747], [-0.1998, 0.1141, -1.6769], [-0.1672, -0.8145, -2.4085], [0.2567, 0.1065, 2.6727], [0.2913, 1.0849, -1.8119]], "nbo_charge": [0.3678, -0.6688, 0.4462, 0.3648, -0.4391, -0.5029, 0.6618, -0.4897, 0.1212, 0.1388]}

Run iv
{"formula": "C3H3NO3", "method": "the ωB97M-V functional and the def2-TZVPD basis", "lumo_energy_ev": 0.7, "smiles": "ON=c1occo1", "homo_lumo_gap_ev": 9.60, "e_homo_ha": -0.327, "symbols": ["O", "N", "C", "O", "C", "C", "O", "H", "H", "H"], "coordinates": [[0.2105, -2.5589, 1.1189], [0.0217, -1.2289, 1.6598], [-0.0712, -0.3210, 0.7986], [0.3392, -0.5165, -0.5270], [0.0088, 0.7331, -1.1877], [-0.4474, 1.5736, -0.2260], [-0.4439, 0.9972, 0.9723], [0.5967, -2.3407, 0.1628], [0.2790, 0.9819, -2.2741], [-0.4934, 2.6803, -0.4976]], "nbo_charge": [-0.5333, -0.2154, 0.6948, -0.5117, 0.0060, 0.0461, -0.4302, 0.4652, 0.2406, 0.2380]}

The energy of each structure relative to the most stable one, in kJ/mol, is as follows: run i 271.9; run ii 709.6; run iii 0.0; run iv 253.7.

Run i
{"formula": "C3H3NO3", "method": "the ωB97M-V functional and the def2-TZVPD basis", "lumo_energy_ev": 0.0, "smiles": "[H]/N=C(/C=O)OC=O", "homo_lumo_gap_ev": 10.60, "e_homo_ha": -0.391, "symbols": ["H", "N", "C", "C", "O", "O", "C", "O", "H", "H"], "coordinates": [[1.6941, 1.4700, -1.0527], [1.6940, 0.9544, -0.1704], [0.5686, 0.4515, 0.0696], [0.3343, -0.2666, 1.3815], [-0.6913, -0.1533, 1.9998], [-0.5336, 0.6224, -0.7549], [-1.2722, -0.4959, -0.9898], [-0.9763, -1.5966, -0.6232], [1.1980, -0.8537, 1.7350], [-2.1500, -0.2274, -1.5879]], "nbo_charge": [0.3599, -0.5830, 0.4396, 0.3759, -0.4781, -0.5117, 0.6544, -0.5455, 0.1475, 0.1410]}

Run ii
{"formula": "C3H3NO3", "method": "the ωB97M-V functional and the def2-TZVPD basis", "lumo_energy_ev": -0.7, "smiles": "[H]/N=C(\\C=O)OC=O", "homo_lumo_gap_ev": 9.99, "e_homo_ha": -0.393, "symbols": ["H", "N", "C", "C", "O", "O", "C", "O", "H", "H"], "coordinates": [[-1.2167, -1.9633, -0.0980], [-0.7133, -1.2068, 0.3665], [-0.0417, -0.4960, -0.4347], [0.0848, -0.7460, -1.9227], [0.4796, 0.0718, -2.7070], [0.6298, 0.6082, -0.0200], [0.1052, 1.2783, 1.0679], [0.7183, 2.1148, 1.6478], [-0.2521, -1.7536, -2.2348], [-0.9222, 0.9621, 1.2705]], "nbo_charge": [0.3603, -0.6294, 0.4438, 0.3535, -0.4389, -0.4908, 0.6483, -0.5045, 0.1222, 0.1354]}

The energy of each structure relative to the most stable one, in kJ/mol, is as follows: run i 0.0; run ii 9.2.

Run i
{"formula": "C4H14N4", "method": "the ωB97M-V functional and the def2-TZVPD basis", "lumo_energy_ev": 0.9, "smiles": "CNC1(C)NN1.CN", "homo_lumo_gap_ev": 9.67, "e_homo_ha": -0.321, "symbols": ["C", "N", "C", "C", "N", "N", "H", "H", "H", "H", "H", "H", "H", "H", "H", "C", "N", "H", "H", "H", "H", "H"], "coordinates": [[-2.6211, -0.8565, -0.4833], [-1.2810, -0.3101, -0.6289], [-0.7589, 0.3387, 0.5298], [-0.4131, -0.6034, 1.6599], [-1.2025, 1.6474, 0.9279], [0.1172, 1.4289, 0.2273], [-2.9440, -1.2289, -1.4540], [-3.3552, -0.1252, -0.1197], [-2.5881, -1.6927, 0.2113], [-1.2411, 0.3298, -1.4177], [-1.3146, -1.0639, 2.0527], [0.2557, -1.3782, 1.2941], [0.0674, -0.0524, 2.4639], [-1.8416, 2.0687, 0.2521], [0.8484, 1.5769, 0.9207], [3.1218, -0.0990, -0.6687], [2.0372, 0.2020, -1.5852], [3.7783, 0.7680, -0.6075], [2.7963, -0.3547, 0.3514], [3.6963, -0.9396, -1.0623], [1.4346, -0.6101, -1.6827], [1.4079, 0.9543, -1.1811]], "nbo_charge": [-0.4148, -0.6304, 0.3586, -0.6325, -0.4845, -0.4976, 0.2096, 0.1689, 0.1960, 0.3718, 0.2198, 0.2235, 0.2220, 0.3435, 0.3579, -0.4106, -0.8519, 0.1874, 0.1482, 0.1913, 0.3492, 0.3746]}

Run ii
{"formula": "C4H14N4", "method": "the ωB97M-V functional and the def2-TZVPD basis", "lumo_energy_ev": 1.0, "smiles": "CC[C@H](N)NC(N)N", "homo_lumo_gap_ev": 9.72, "e_homo_ha": -0.322, "symbols": ["C", "C", "C", "N", "N", "C", "N", "N", "H", "H", "H", "H", "H", "H", "H", "H", "H", "H", "H", "H", "H", "H"], "coordinates": [[-0.4267, 1.9168, -1.7146], [0.8101, 1.0454, -1.5499], [0.8413, 0.3322, -0.1935], [2.0674, -0.4653, -0.1242], [-0.3326, -0.4963, -0.0778], [-0.6126, -1.1185, 1.2066], [-1.4008, -2.3068, 0.9347], [-1.3811, -0.2336, 2.0596], [-0.4159, 2.7348, -0.9973], [-1.3185, 1.3209, -1.5458], [-0.4648, 2.3365, -2.7164], [0.8346, 0.2798, -2.3266], [1.7105, 1.6557, -1.6493], [0.7852, 1.0886, 0.6145], [2.2226, -0.8181, 0.8135], [2.8728, 0.0917, -0.3814], [-0.3346, -1.2056, -0.8010], [0.3187, -1.3777, 1.7616], [-2.1759, -2.3531, 1.5882], [-0.8453, -3.1508, 1.0213], [-1.9802, 0.3413, 1.4779], [-0.7741, 0.3823, 2.6000]], "nbo_charge": [-0.6089, -0.3979, 0.1112, -0.8581, -0.6603, 0.2622, -0.8562, -0.8549, 0.1973, 0.2234, 0.2073, 0.2034, 0.1946, 0.1497, 0.3530, 0.3581, 0.3776, 0.1243, 0.3793, 0.3629, 0.3694, 0.3626]}

The energy of each structure relative to the most stable one, in kJ/mol, is as follows: run i 215.7; run ii 0.0.

Run i
{"formula": "C4H14N4", "method": "the ωB97M-V functional and the def2-TZVPD basis", "lumo_energy_ev": 0.9, "smiles": "C=CN(C)N.NCN", "homo_lumo_gap_ev": 8.55, "e_homo_ha": -0.280, "symbols": ["C", "C", "N", "C", "N", "H", "H", "H", "H", "H", "H", "H", "H", "N", "C", "N", "H", "H", "H", "H", "H", "H"], "coordinates": [[1.8544, -0.9599, -0.0483], [0.6551, -1.0461, 0.5302], [-0.6125, -1.0363, -0.1109], [-1.5107, -2.1096, 0.3138], [-0.5126, -1.0214, -1.5608], [1.9780, -0.9483, -1.1163], [2.7345, -0.8106, 0.5541], [0.5430, -1.0143, 1.6059], [-2.5142, -1.9124, -0.0684], [-1.1846, -3.0813, -0.0689], [-1.5274, -2.1534, 1.4010], [-1.4698, -0.9961, -1.9071], [-0.1109, -0.0998, -1.7758], [0.4579, 1.8527, -1.0467], [-0.3263, 1.8071, 0.1765], [0.4630, 2.2859, 1.3150], [0.7803, 2.8017, -1.2328], [1.2847, 1.2774, -0.9109], [-1.1684, 2.4981, 0.0537], [-0.8209, 0.5982, 0.1966], [1.1370, 1.5754, 1.5894], [-0.1296, 2.4930, 2.1107]], "nbo_charge": [-0.5031, -0.0066, -0.3105, -0.4054, -0.6913, 0.2145, 0.2116, 0.1989, 0.1971, 0.1914, 0.2083, 0.3521, 0.3901, -0.8747, -0.1205, -0.8652, 0.3612, 0.3550, 0.1677, 0.2244, 0.3495, 0.3554]}

Run ii
{"formula": "C4H14N4", "method": "the ωB97M-V functional and the def2-TZVPD basis", "lumo_energy_ev": 1.0, "smiles": "N/C=C/N.NCCN", "homo_lumo_gap_ev": 9.42, "e_homo_ha": -0.310, "symbols": ["N", "C", "C", "N", "H", "H", "H", "H", "H", "H", "N", "C", "C", "N", "H", "H", "H", "H", "H", "H", "H", "H"], "coordinates": [[-1.2042, -0.0477, -3.2070], [0.1771, -0.1466, -2.8309], [0.6853, -1.2822, -2.3875], [2.0236, -1.4379, -1.9459], [-1.2776, 0.2090, -4.1764], [-1.6445, 0.7061, -2.6937], [0.7780, 0.7544, -2.9332], [0.0416, -2.1543, -2.3039], [2.3026, -2.4112, -1.9466], [2.1553, -1.0791, -1.0105], [0.9544, 0.9161, 0.8194], [-0.0006, 1.2170, 1.8918], [-0.8319, -0.0199, 2.1966], [-1.7925, 0.2768, 3.2616], [1.7255, 0.3747, 1.1936], [1.3565, 1.7748, 0.4582], [-0.6626, 2.0157, 1.5584], [0.4766, 1.5734, 2.8149], [-1.3766, -0.2929, 1.2931], [-0.1456, -0.8474, 2.4248], [-2.4357, -0.4992, 3.3792], [-1.3048, 0.4005, 4.1439]], "nbo_charge": [-0.8467, -0.0711, -0.0256, -0.8447, 0.3552, 0.3556, 0.1654, 0.1769, 0.3611, 0.3723, -0.8386, -0.2182, -0.2195, -0.8345, 0.3458, 0.3603, 0.1941, 0.1549, 0.1973, 0.1527, 0.3588, 0.3485]}

The energy of each structure relative to the most stable one, in kJ/mol, is as follows: run i 163.7; run ii 0.0.